# 1
The following is a DFT calculation (ωB97M-V/def2-TZVPD) of 2 unconnected molecules or ions with the total composition C15H27ClN2O5.

## Properties
**Frontier orbital gap**: 9.77 eV
**HOMO energy**: -9.43 eV
**Max |F|**: 2.6 eV/A
**Structure (SMILES)**: CC[C@H](C)[C@H](NC(C)=O)C(=O)NC.CCOC(=O)CC(=O)CCl

```
! wB97M-V def2-TZVPD RIJCOSX def2/J DEFGRID3
* xyz 0 1
C 3.32875 -0.61898 -1.72841
C 3.31634 -0.10285 -0.28047
C 1.96260 0.44047 0.23570
C 0.89723 -0.66973 0.16670
C 1.51883 1.74771 -0.47587
N 2.36847 2.87940 -0.05693
C 3.40087 3.35860 -0.75266
C 4.11055 4.55563 -0.16383
O 3.78307 2.88733 -1.81340
C 0.01366 2.04137 -0.30223
O -0.76012 1.76041 -1.20880
N -0.48759 2.62448 0.79657
C 0.17749 2.99752 2.04654
H 4.33293 -0.96668 -1.97170
H 2.63894 -1.45463 -1.84339
H 3.06133 0.17536 -2.42418
H 4.07629 0.67166 -0.18181
H 3.62065 -0.92634 0.36716
H 2.10201 0.66809 1.29282
H 1.29130 -1.59738 0.58451
H 0.01997 -0.38972 0.74751
H 0.59422 -0.84453 -0.86684
H 1.64927 1.59887 -1.54757
H 2.12705 3.35000 0.79679
H 3.41478 5.38936 -0.09414
H 4.93797 4.82793 -0.81888
H 4.49607 4.30142 0.82123
H -1.48387 2.77683 0.74375
H 0.66608 3.96711 1.93808
H -0.56537 3.07508 2.84275
H 0.90938 2.24390 2.33797
C -4.91149 -0.58945 -2.33956
C -3.95467 -1.74061 -2.06502
O -3.54425 -1.64335 -0.69653
C -2.87945 -2.70548 -0.19205
O -2.59477 -3.72933 -0.80387
C -2.56604 -2.58331 1.28124
C -1.79401 -3.78127 1.79145
O -0.57335 -3.76164 1.71086
C -2.51824 -4.90779 2.52823
Cl -1.44162 -5.78381 3.67342
H -4.40695 0.36797 -2.17789
H -5.77883 -0.64812 -1.67569
H -5.26047 -0.62890 -3.37509
H -4.46658 -2.68986 -2.25972
H -3.08507 -1.67588 -2.72821
H -1.97207 -1.68206 1.43944
H -3.50005 -2.47424 1.83211
H -2.90574 -5.61234 1.78736
H -3.36552 -4.49820 3.08254
*
```

Results of the natural (NBO) charge analysis, in e, for atoms 1 through 4: C -0.62; C -0.39; C -0.20; C -0.62

# 2
The following is a DFT calculation (ωB97M-V/def2-TZVPD) of a gas-phase ion, C4H7NO2 (charge +1).

## Properties
**Frontier orbital gap (alpha / beta)**: 11.08 / 5.74 eV
**HOMO energy (alpha / beta)**: -16.27 / -15.52 eV
**Max |F|**: 4.8 eV/A
**⟨S²⟩**: 0.77
**Energy above the lowest of the compared OMol25 structures with the same formula, charge and spin**: 34.67 kcal per mole

```
! wB97M-V def2-TZVPD RIJCOSX def2/J DEFGRID3
* xyz 1 2
C 1.57023 -0.72788 -0.75203
C 1.10965 0.65627 -0.66669
N 0.16401 0.80682 0.28235
C -0.68293 -0.04476 0.97132
C -2.14635 -0.12276 0.41186
O -3.06210 -0.71092 0.89798
O 1.58600 1.56909 -1.38209
H 1.32457 -1.48986 -0.05214
H 2.57644 -0.71151 -0.94528
H 0.96905 -1.07256 -1.50250
H -0.10635 1.78853 0.32769
H -0.78392 0.30311 2.01634
H -0.26826 -1.00364 0.72271
H -2.25006 0.76006 -0.32953
*
```

Results of the natural (NBO) charge analysis, in e, for atoms 1 through 4: C -0.73; C 0.64; N -0.35; C -0.34

# 3
The following is a DFT calculation (ωB97M-V/def2-TZVPD) of a molecular structure, C8H6CoF5N4OS3Te.

## Properties
**Frontier orbital gap (alpha / beta)**: 7.57 / 6.52 eV
**HOMO energy (alpha / beta)**: -5.58 / -6.31 eV
**Max |F|**: 1.5 eV/A
**⟨S²⟩**: 0.79

```
! wB97M-V def2-TZVPD RIJCOSX def2/J DEFGRID3
* xyz -1 2
Co -0.07503 1.57227 0.40732
S 1.35414 -0.15205 -0.22907
C 2.04183 -0.55321 1.23856
C 3.22005 -1.39802 1.21942
N 4.15674 -2.06385 1.18180
C 1.52464 -0.12171 2.46431
S 0.15132 0.80788 2.54967
C 2.18999 -0.45870 3.70486
N 2.70808 -0.69684 4.70347
F 0.03748 2.24764 -1.26269
Te -3.09656 1.97343 0.27162
F -3.85005 1.75974 -1.44481
F -2.34226 3.48410 -0.72529
F -1.22300 2.80568 1.45700
F -4.22939 0.38988 0.53303
O -1.69823 0.76268 0.07859
C 0.63360 4.86366 -1.51852
N 0.37895 5.06388 -0.09485
C -0.48281 6.02585 0.40144
C -0.50910 5.89457 1.73932
N 0.35360 4.86276 2.03873
C 0.85871 4.32223 0.91696
S 1.89675 2.95090 0.87375
H 1.05968 5.77810 -1.93424
H -0.30126 4.60203 -2.00570
H 1.31920 4.03333 -1.63029
H -1.01612 6.69357 -0.25058
H -1.06503 6.42380 2.49156
H 0.42666 4.38260 2.91949
*
```

Results of the natural (NBO) charge analysis, in e, for atoms 1 through 4: Co 1.15; S 0.21; C -0.33; C 0.26

# 4
The following is a DFT calculation (ωB97M-V/def2-TZVPD) of a molecular structure, C44H40Cl5NO2P2RhS.

## Properties
**Frontier orbital gap (alpha / beta)**: 5.98 / 6.09 eV
**HOMO energy (alpha / beta)**: -10.75 / -10.75 eV
**Max |F|**: 3.0 eV/A
**Energy above the lowest of the compared OMol25 structures with the same formula, charge and spin**: 46.12 kcal per mole

```
! wB97M-V def2-TZVPD RIJCOSX def2/J DEFGRID3
* xyz 1 1
Rh 0.39393 0.06124 0.55598
Cl -0.76525 2.46652 2.25213
C -1.99065 1.77723 1.26616
C -1.62953 0.64765 0.54038
C -2.58510 0.08705 -0.29789
Cl -2.12174 -1.30685 -1.19008
C -3.86484 0.61532 -0.41822
Cl -5.00801 -0.11644 -1.46580
C -4.20184 1.74439 0.33295
Cl -5.76735 2.41069 0.20649
C -3.26013 2.33364 1.18493
Cl -3.67197 3.71744 2.10547
C 5.59914 0.25730 -5.80063
S 4.27362 1.48631 -5.76216
C 4.55688 2.18150 -4.10311
C 3.91052 1.35683 -3.00229
C 2.38956 1.26414 -3.17829
N 1.68115 0.86712 -1.97344
P 1.50182 -0.73603 -1.39275
C 3.19165 -1.40571 -1.51715
C 3.60557 -2.13699 -2.62440
C 4.92771 -2.53299 -2.72674
C 5.83408 -2.20112 -1.72905
C 5.41799 -1.47467 -0.62255
C 4.09647 -1.08223 -0.51147
C 0.60201 -1.77259 -2.56955
C 0.47346 -3.07116 -2.06839
C -0.24841 -4.01789 -2.76185
C -0.87844 -3.66687 -3.94725
C -0.75552 -2.37910 -4.44259
C -0.02704 -1.42013 -3.75574
P 1.21942 1.97266 -0.73416
C 2.59017 3.16880 -0.60554
C 3.56416 2.90122 0.35373
C 4.64233 3.75401 0.50278
C 4.73586 4.88936 -0.28899
C 3.75930 5.16385 -1.23435
C 2.68420 4.30825 -1.39660
C -0.17007 2.90166 -1.42640
C -0.99212 2.36731 -2.41468
C -2.18901 2.98680 -2.72308
C -2.58296 4.12385 -2.03384
C -1.76150 4.66836 -1.05670
C -0.56131 4.05721 -0.74933
H 5.51575 -0.27308 -6.74279
H 5.47876 -0.43452 -4.97166
H 6.55945 0.76324 -5.74465
H 4.14746 3.18957 -4.12784
H 5.63468 2.23922 -3.96020
H 4.13211 1.82664 -2.04280
H 4.34966 0.35942 -2.99029
H 2.16628 0.54712 -3.97206
H 2.00300 2.24296 -3.48111
H 2.89485 -2.38714 -3.40068
H 5.24443 -3.10253 -3.58923
H 6.86343 -2.51782 -1.81368
H 6.12129 -1.21746 0.15513
H 3.74038 -0.52895 0.34954
H 0.93322 -3.30281 -1.11208
H -0.35054 -5.01542 -2.36501
H -1.47449 -4.39672 -4.47323
H -1.25051 -2.11718 -5.36415
H 0.04564 -0.41536 -4.14790
H 3.45221 2.02426 0.97813
H 5.40106 3.54114 1.24137
H 5.56129 5.57162 -0.15562
H 3.82915 6.05143 -1.84489
H 1.92175 4.51865 -2.13191
H -0.69349 1.46717 -2.93201
H -2.82636 2.57361 -3.49073
H -3.53829 4.57917 -2.24633
H -2.06698 5.55733 -0.52446
H 0.08083 4.46178 0.02174
C 1.82958 -2.13756 8.43489
C 1.70343 -1.81332 6.98429
C 1.40020 -2.80263 6.06231
C 1.30298 -2.54423 4.70118
C 0.95215 -3.67489 3.79228
C 1.52674 -1.22941 4.24938
C 1.84563 -0.21006 5.16840
C 2.09177 1.21032 4.77876
C 1.91981 -0.52486 6.51777
C 1.33034 -0.89506 2.83122
O 1.63906 0.25559 2.38835
O 0.82800 -1.70969 2.01233
H 1.35972 -3.09184 8.65525
H 1.38004 -1.36432 9.05306
H 2.88431 -2.20690 8.70088
H 1.21787 -3.80632 6.41565
H 1.03831 -4.62560 4.31606
H 1.58708 -3.69286 2.90905
H -0.07423 -3.56173 3.44090
H 1.22682 1.62727 4.26436
H 2.94057 1.28948 4.10140
H 2.29575 1.80880 5.66467
H 2.14008 0.26242 7.22262
*
```

Results of the Löwdin charge analysis, in e, for atoms 1 through 4: Rh 0.82; Cl 0.76; C -0.71; C -0.28